Here is a molecular structure, C76H72N12O2PSeZr from the OMol25 dataset. Energies are from wB97M-V/def2-TZVPD.

HOMO energy = -0.515 Eh
E_tot = -6536.080534 a.u.
Net charge = +3

Last column: Löwdin charge in e.
Cartesian coordinates (Å):
Zr  0.10782  0.24318  -0.09092  1.852
C  -0.46993  -3.53391  0.56649  -0.037
O  -0.67456  -2.16441  0.94023  -0.203
C  -1.69115  -1.95313  1.84494  -0.302
C  -2.13528  -2.91930  2.73030  -0.035
C  -3.14522  -2.61042  3.63129  -0.046
C  -3.71187  -1.34329  3.62927  -0.052
C  -3.29311  -0.40197  2.70242  -0.018
C  -2.28739  -0.70612  1.79734  -0.270
N  -1.86499  0.20015  0.75426  -0.141
N  -2.75828  1.11701  0.54752  0.146
C  -2.80776  1.93155  -0.50382  -0.166
C  -1.91624  1.87586  -1.61509  -0.321
O  -0.80484  1.20426  -1.55598  -0.236
C  -2.24696  2.54255  -2.80764  -0.006
C  -3.35135  3.32939  -2.87348  0.044
C  -4.22691  3.51950  -1.76333  -0.161
C  -5.33301  4.38416  -1.85377  -0.004
C  -6.14489  4.58302  -0.76755  -0.042
C  -5.86420  3.92165  0.43654  -0.033
C  -4.79177  3.06218  0.54053  -0.012
C  -3.95912  2.83827  -0.56169  -0.100
H  -1.42588  -4.04164  0.46947  0.110
H  0.15104  -4.04642  1.30282  0.102
H  0.02256  -3.53858  -0.39586  0.067
H  -1.70554  -3.91324  2.73404  0.118
H  -3.49149  -3.36841  4.32409  0.124
H  -4.49900  -1.09619  4.33280  0.122
H  -3.75457  0.57576  2.65711  0.109
H  -1.57358  2.43458  -3.65005  0.137
H  -3.57581  3.84771  -3.80172  0.139
H  -5.53264  4.89201  -2.79199  0.128
H  -6.99541  5.25023  -0.83541  0.121
H  -6.49782  4.09656  1.29790  0.119
H  -4.58366  2.55931  1.47542  0.103
C  0.53514  -2.79170  -4.78086  0.009
N  -0.22778  -2.19213  -3.67850  -0.024
C  0.27256  -1.84475  -2.47887  -0.463
N  -0.68225  -1.36961  -1.69052  0.014
C  -1.86468  -1.44222  -2.42287  -0.145
C  -1.58661  -1.92766  -3.66671  -0.089
C  -2.49509  -2.21287  -4.79340  -0.190
C  -3.58728  -3.05728  -4.60267  -0.018
C  -4.44502  -3.33207  -5.65736  -0.048
C  -4.21885  -2.76747  -6.90680  -0.052
C  -3.13826  -1.91484  -7.09980  -0.057
C  -2.27914  -1.63664  -6.04598  -0.042
C  -3.21841  -1.12752  -1.92608  -0.180
C  -3.71237  -1.75867  -0.79106  -0.036
C  -4.99760  -1.49652  -0.33640  -0.051
C  -5.81424  -0.61683  -1.03686  -0.050
C  -5.34704  -0.02173  -2.20364  -0.048
C  -4.05879  -0.27956  -2.64865  -0.032
P  2.00930  -2.12663  -2.10694  1.197
C  2.13038  -2.06472  -0.28991  -0.472
N  2.01952  -0.99207  0.51031  -0.022
C  2.86163  -1.22555  1.59207  -0.188
C  3.39939  -2.48295  1.47248  -0.109
N  2.94608  -2.97783  0.27719  -0.038
C  3.35482  -4.28044  -0.28236  0.013
C  4.47388  -3.15376  2.24707  -0.194
C  4.20235  -3.96564  3.34276  -0.041
C  5.24166  -4.56468  4.04283  -0.052
C  6.55754  -4.35428  3.65210  -0.050
C  6.83830  -3.54936  2.55334  -0.047
C  5.79903  -2.95266  1.85007  -0.016
C  3.38798  -0.20298  2.51404  -0.225
C  3.56979  -0.42963  3.87380  -0.041
C  4.14950  0.54455  4.67129  -0.045
C  4.57417  1.74808  4.11726  -0.047
C  4.44750  1.95677  2.75000  -0.058
C  3.86808  0.97684  1.95630  -0.063
C  2.66893  -0.47508  -2.42840  -0.444
N  2.37109  0.66136  -1.79536  0.097
C  3.27608  1.59846  -2.28392  -0.151
C  4.08716  1.00001  -3.22757  -0.122
N  3.69382  -0.30423  -3.29521  -0.039
C  4.31496  -1.29115  -4.19339  0.017
C  5.19240  1.55468  -4.03983  -0.190
C  4.97890  1.90000  -5.37243  -0.033
C  6.00959  2.44592  -6.12503  -0.056
C  7.25830  2.64989  -5.54906  -0.054
C  7.47756  2.30225  -4.22097  -0.054
C  6.44771  1.75519  -3.46776  -0.024
C  3.51797  3.03278  -1.93552  -0.199
C  4.41140  3.35858  -0.91498  -0.055
C  4.85739  4.66485  -0.75365  -0.069
C  4.42289  5.66073  -1.62070  -0.056
C  3.53525  5.34523  -2.64138  -0.064
C  3.08770  4.03778  -2.79813  -0.044
H  1.23051  -3.52729  -4.38771  0.078
H  1.08181  -2.03204  -5.33555  0.100
H  -0.15184  -3.28708  -5.45344  0.100
H  -3.76546  -3.49482  -3.62442  0.125
H  -5.29136  -3.99252  -5.50524  0.117
H  -4.88664  -2.99168  -7.73056  0.118
H  -2.96726  -1.46030  -8.06908  0.115
H  -1.45044  -0.94790  -6.19245  0.118
H  -3.09649  -2.48463  -0.27379  0.106
H  -5.36866  -1.99542  0.55325  0.115
H  -6.82160  -0.41289  -0.68754  0.117
H  -5.99149  0.63664  -2.77486  0.118
H  -3.70058  0.17487  -3.56512  0.124
H  3.55794  -4.95835  0.53804  0.103
H  4.26048  -4.18006  -0.87760  0.105
H  2.56316  -4.68941  -0.90047  0.081
H  3.17507  -4.14397  3.64446  0.102
H  5.02575  -5.20152  4.89396  0.117
H  7.36675  -4.81889  4.20518  0.120
H  7.86538  -3.38396  2.24529  0.118
H  6.01230  -2.30995  1.00022  0.124
H  3.26413  -1.36819  4.31648  0.102
H  4.28457  0.36178  5.73112  0.117
H  5.02796  2.50706  4.74699  0.118
H  4.81441  2.87543  2.29958  0.110
H  3.80307  1.10054  0.88152  0.086
H  5.39193  -1.27694  -4.05442  0.108
H  4.10241  -1.04043  -5.22938  0.102
H  3.93745  -2.28359  -3.97783  0.057
H  4.00047  1.75106  -5.82321  0.120
H  5.83725  2.71956  -7.16023  0.115
H  8.06222  3.07607  -6.13890  0.117
H  8.45214  2.45835  -3.77055  0.115
H  6.61800  1.48335  -2.43031  0.119
H  4.79960  2.57638  -0.26846  0.105
H  5.56445  4.90219  0.03476  0.119
H  4.78858  6.67694  -1.50986  0.121
H  3.20320  6.11422  -3.33063  0.120
H  2.42531  3.78768  -3.62277  0.128
C  -0.68838  3.55652  1.37649  -0.150
C  -0.18754  4.97220  1.77215  -0.124
N  1.03615  5.30757  1.04979  -0.134
C  0.79421  5.21662  -0.38720  -0.107
C  0.33798  3.78384  -0.78880  -0.118
N  0.27129  2.91106  0.41671  -0.170
C  1.62828  2.91936  1.04302  -0.207
C  2.07989  4.35739  1.40895  -0.122
H  -1.65226  3.63093  0.89347  0.099
H  -0.79108  2.91282  2.24209  0.030
H  0.01715  5.02739  2.84302  0.124
H  -0.94620  5.72004  1.54198  0.126
H  1.71008  5.48170  -0.90892  0.097
H  0.03182  5.94665  -0.65968  0.130
H  1.01188  3.32480  -1.50569  0.092
H  -0.64574  3.83265  -1.23253  0.100
H  2.31071  2.47467  0.32331  0.070
H  1.60164  2.30585  1.93152  -0.013
H  2.99119  4.61876  0.87461  0.096
H  2.27900  4.43695  2.47923  0.129
C  -1.51757  1.64503  5.42555  -0.008
N  -1.09015  0.24292  5.37752  -0.103
C  -1.33085  -0.70226  6.36442  -0.006
C  -0.75777  -1.84895  5.95658  -0.013
N  -0.16304  -1.58562  4.72806  -0.082
C  0.63053  -2.56271  3.99520  -0.010
C  -0.36763  -0.30191  4.38665  -0.583
Se  0.23857  0.69027  2.93275  0.941
H  -2.16891  1.86622  4.58236  0.082
H  -2.05439  1.80762  6.35476  0.103
H  -0.65199  2.30199  5.38626  0.091
H  -1.88698  -0.47766  7.26319  0.142
H  -0.71195  -2.82082  6.42806  0.144
H  0.04170  -3.46035  3.83248  0.089
H  1.51611  -2.81920  4.57071  0.090
H  0.92877  -2.13370  3.04242  0.059

Atoms 1-2, force components in eV/Å:
0.38 -0.24 0.84
0.04 0.08 0.03